Here is a 14-piece molecular cluster, C38H112N20O14 overall at a distorted geometry from the OMol25 dataset. Energies are from wB97M-V/def2-TZVPD.

DFT total energy (Eh): -3663.28752
Gap between HOMO and LUMO (Eh): 0.3289
LUMO (eV): 0.05

Last column: Mulliken charge in e.
Element x y z (Å)
C 3.6084 0.9861 10.7028  -1.33
C 4.4513 0.6630 9.4235  0.30
C 3.9144 -0.5436 8.6335  -0.68
O 4.4983 -0.7629 7.2871  -0.32
C 3.6878 -1.7607 6.6281  -0.76
N 4.5228 1.8643 8.6343  -0.69
H 2.7338 1.6197 10.5557  0.32
H 4.2316 1.5544 11.3933  0.34
H 3.1701 0.1404 11.2328  0.35
H 5.4706 0.4916 9.7696  0.33
H 2.8309 -0.4249 8.6479  0.39
H 4.2065 -1.4099 9.2270  0.32
H 4.2531 -2.6803 6.4767  0.28
H 3.4035 -1.2948 5.6846  0.26
H 2.7610 -2.1189 7.0762  0.34
H 3.7165 1.9674 8.0348  0.22
H 5.2856 1.7739 7.9786  0.32
C -7.2241 -4.1028 -6.9259  -1.48
C -6.6191 -4.5393 -5.6346  0.77
C -6.4160 -6.0408 -5.4220  -0.65
O -7.6922 -6.6749 -5.4180  -0.33
C -7.8268 -7.9713 -4.8349  -0.68
N -5.2763 -3.9946 -5.6095  -0.75
H -6.6569 -4.3273 -7.8292  0.36
H -7.2456 -3.0163 -7.0115  0.38
H -8.2480 -4.4653 -7.0175  0.33
H -7.2704 -4.1474 -4.8534  0.09
H -5.9658 -6.2063 -4.4432  0.33
H -5.7269 -6.5176 -6.1191  0.35
H -6.9836 -8.5632 -5.1911  0.29
H -8.8174 -8.3887 -5.0152  0.23
H -7.7294 -7.7810 -3.7661  0.27
H -4.8363 -4.0701 -4.7035  0.24
H -5.3055 -2.9884 -5.6914  0.26
C -5.8051 6.4855 2.6516  -1.34
C -4.6530 5.8261 3.3468  0.31
C -3.3325 5.8350 2.6051  -0.72
O -2.9241 7.1909 2.4900  -0.32
C -1.7236 7.1345 1.6453  -0.76
N -4.5830 6.4825 4.6637  -0.76
H -6.7917 6.2416 3.0457  0.36
H -5.7721 6.1650 1.6103  0.32
H -5.7105 7.5663 2.5468  0.32
H -4.9498 4.7990 3.5594  0.33
H -3.4644 5.2991 1.6652  0.36
H -2.5052 5.3432 3.1166  0.42
H -1.4523 8.1576 1.3849  0.28
H -1.8410 6.7259 0.6416  0.27
H -0.9144 6.7080 2.2381  0.31
H -4.4983 7.4700 4.4693  0.34
H -3.6346 6.2691 4.9378  0.26
C 9.5393 1.0867 2.2120  -1.51
C 8.8143 0.0295 2.9862  0.57
C 9.8130 -1.0096 3.5467  -0.73
O 10.1195 -1.8788 2.4953  -0.24
C 10.8920 -2.9908 2.9021  -0.82
N 8.2809 0.6751 4.1391  -0.74
H 10.1145 0.6204 1.4121  0.30
H 10.1893 1.6687 2.8654  0.38
H 8.9427 1.8758 1.7543  0.39
H 8.0433 -0.4467 2.3806  0.29
H 9.4203 -1.5192 4.4265  0.39
H 10.7509 -0.5318 3.8296  0.31
H 10.5700 -3.4624 3.8305  0.31
H 11.9163 -2.6386 3.0241  0.33
H 11.0202 -3.7689 2.1496  0.25
H 7.5520 1.2390 3.7258  0.28
H 7.7969 0.0111 4.7264  0.23
C 10.8839 -1.3271 -4.2094  -1.29
C 9.3696 -1.6139 -4.6039  0.62
C 8.4241 -1.3960 -3.4210  -0.88
O 7.0660 -1.7083 -3.5700  -0.33
C 6.2942 -1.5616 -2.4250  -0.75
N 8.8798 -0.7287 -5.6283  -0.77
H 11.5492 -1.2333 -5.0677  0.35
H 11.1874 -2.0322 -3.4355  0.35
H 10.9756 -0.3387 -3.7592  0.34
H 9.2155 -2.6510 -4.9020  0.28
H 8.4534 -0.3468 -3.1270  0.37
H 8.8736 -2.0144 -2.6440  0.33
H 6.5077 -2.0702 -1.4849  0.30
H 5.2883 -1.8338 -2.7448  0.27
H 6.2480 -0.5034 -2.1677  0.31
H 7.8809 -0.8687 -5.5767  0.26
H 9.1986 -1.0205 -6.5411  0.24
C 2.8480 1.6484 -12.6273  -1.28
C 1.5792 1.7776 -11.6015  0.33
C 1.7945 1.7582 -10.0830  -0.60
O 2.0420 0.4391 -9.6160  -0.32
C 2.1581 0.3477 -8.1656  -0.70
N 0.9293 3.0345 -11.9496  -0.73
H 3.2780 0.7018 -12.2999  0.33
H 3.4970 2.5085 -12.4629  0.32
H 2.4946 1.6241 -13.6581  0.38
H 0.9487 0.9080 -11.7866  0.28
H 0.9095 2.2429 -9.6708  0.38
H 2.7025 2.3489 -9.9623  0.27
H 1.1421 0.2805 -7.7765  0.29
H 2.8497 1.0877 -7.7629  0.28
H 2.5824 -0.6096 -7.8628  0.27
H 0.8611 3.1209 -12.9536  0.27
H 1.4620 3.8677 -11.7444  0.24
C -6.9039 -7.0072 2.2495  -1.28
C -7.1726 -6.9815 3.7901  0.33
C -6.3533 -5.9995 4.6245  -0.63
O -4.9418 -6.1530 4.7870  -0.35
C -4.1952 -5.0749 5.3817  -0.69
N -8.5281 -6.5792 4.0372  -0.68
H -7.7557 -7.4799 1.7605  0.39
H -5.9650 -7.4649 1.9380  0.32
H -6.8704 -5.9976 1.8400  0.28
H -7.0035 -7.9730 4.2102  0.31
H -6.6912 -5.9664 5.6603  0.32
H -6.4301 -5.0121 4.1691  0.30
H -3.1533 -5.2455 5.6525  0.26
H -4.7278 -4.6999 6.2557  0.29
H -4.1135 -4.2933 4.6264  0.29
H -9.0580 -7.3027 3.5728  0.27
H -8.6549 -5.7110 3.5368  0.28
C -9.7576 1.1680 0.3539  -1.26
C -9.3885 0.0439 -0.6081  0.53
C -8.8705 -1.3763 -0.0732  -0.62
O -7.5778 -1.3404 0.5811  -0.31
C -6.5685 -0.6460 -0.1530  -0.80
N -10.5724 -0.2410 -1.3761  -0.81
H -10.1658 1.9133 -0.3288  0.35
H -8.8591 1.5676 0.8241  0.28
H -10.4930 0.9482 1.1278  0.29
H -8.6242 0.4796 -1.2515  0.27
H -8.8546 -2.0562 -0.9250  0.37
H -9.6401 -1.7522 0.6010  0.35
H -6.5766 0.4316 0.0110  0.25
H -6.5396 -0.7395 -1.2386  0.35
H -5.5836 -0.9879 0.1647  0.26
H -10.4990 -1.1786 -1.7443  0.25
H -10.5365 0.1751 -2.2957  0.26
C -0.9397 -5.8672 -0.4621  0.56
O -1.4083 -4.9637 -1.1965  -0.68
N -0.9724 -5.7431 0.8482  -0.44
N -0.3925 -6.9408 -0.8509  -0.39
H -1.0642 -6.6011 1.3730  0.21
H -1.5210 -4.9399 1.1200  0.25
H -0.4671 -7.8260 -0.3703  0.22
H -0.3490 -6.8684 -1.8573  0.26
C 0.2163 0.7483 0.7888  0.70
O -0.3131 0.2344 1.7606  -0.70
N 1.2329 1.5695 0.9517  -0.33
N 0.0394 0.4529 -0.4579  -0.35
H 1.5054 1.8918 1.8693  0.19
H 1.6677 1.9981 0.1470  0.11
H 0.5319 1.0579 -1.0995  0.16
H -0.6614 -0.2322 -0.7021  0.22
C -4.6786 3.2850 -3.9916  0.66
O -4.4912 2.3149 -4.7524  -0.66
N -3.7603 3.7821 -3.2366  -0.33
N -5.8316 3.9901 -3.9311  -0.37
H -2.9206 3.2495 -3.0597  0.20
H -3.9367 4.5890 -2.6553  0.15
H -5.7482 4.8310 -3.3779  0.15
H -6.7083 3.6767 -4.3226  0.21
C 3.6096 4.2352 -3.3213  0.68
O 2.5266 3.9753 -3.0141  -0.62
N 3.9529 4.5628 -4.5094  -0.41
N 4.6150 4.2909 -2.4978  -0.37
H 3.2043 4.7045 -5.1725  0.21
H 4.9033 4.5876 -4.8501  0.16
H 4.4773 4.2527 -1.4980  0.20
H 5.4999 4.5161 -2.9296  0.15
C -0.3604 2.8289 7.3066  0.71
O 0.4278 3.5206 6.6639  -0.66
N -0.9971 3.2028 8.3787  -0.42
N -0.7614 1.6009 6.9410  -0.39
H -1.8363 2.7198 8.6660  0.17
H -0.7156 4.0783 8.7963  0.22
H -1.3968 1.2406 7.6386  0.14
H -0.3146 1.0891 6.1937  0.22
C 5.1903 6.6175 3.3954  0.62
O 5.2329 5.5062 2.8548  -0.69
N 5.8902 7.5962 3.0597  -0.31
N 4.3663 6.8948 4.3860  -0.35
H 6.7514 7.5115 2.5390  0.24
H 5.7717 8.4062 3.6513  0.15
H 4.4027 7.8681 4.6534  0.13
H 3.6560 6.2697 4.7394  0.21